C48H65As2BI2N7S2Ti | ωB97M-V with the def2-TZVPD basis set

Properties
* energy relative to the best compared isomer or geometry (same formula, charge and spin): 13.6 kcal per mole
* charge: +3
* HOMO level: -13.93 eV

XYZ file:
```
128
Properties=species:S:1:pos:R:3:forces:R:3
Ti 0.22740 -0.24857 -0.78708 0.62 -0.25 0.29
I -3.12733 2.83897 -2.70857 0.03 -0.05 0.02
C -3.78760 2.51838 -0.72312 -0.03 0.06 0.03
I -2.64787 1.16347 0.46350 -0.28 0.03 -0.09
H -4.79763 2.12718 -0.77212 0.05 0.01 -0.01
H -3.76454 3.48074 -0.22525 0.00 -0.04 0.00
C -2.54140 -3.58563 2.54877 -0.12 0.09 0.10
N -1.19511 -3.82803 2.04954 0.22 0.08 -0.04
C -0.38221 -4.87639 2.40964 0.17 -0.10 0.02
C 0.75987 -4.75741 1.69250 -0.10 -0.15 0.06
N 0.64204 -3.64748 0.88640 -0.05 0.20 0.18
B 1.67078 -3.10770 -0.12124 0.01 0.03 0.16
N 2.89941 -2.51753 0.60935 -0.10 0.19 0.16
C 4.03981 -3.21342 0.94987 0.11 0.01 0.21
C 4.83577 -2.38850 1.66944 -0.04 -0.20 -0.01
N 4.18706 -1.17706 1.75696 -0.22 -0.20 -0.13
C 4.69511 -0.00777 2.45847 -0.02 0.13 0.11
C 3.00120 -1.28887 1.13204 -0.07 0.10 -0.11
S 1.86966 0.01225 1.03868 -0.14 -0.05 -0.24
C -0.54820 -3.09561 1.12988 -0.07 0.05 -0.29
S -1.32720 -1.77951 0.32130 -0.09 0.23 0.10
H -2.67444 -4.17205 3.45387 -0.04 0.02 -0.01
H -3.27634 -3.88843 1.80400 0.00 0.03 0.03
H -2.65773 -2.52713 2.78446 -0.03 -0.08 0.00
H -0.69066 -5.60614 3.13472 0.00 -0.05 0.05
H 1.63371 -5.37999 1.68014 0.08 -0.06 0.01
H 1.08443 -2.20280 -0.71903 -0.02 0.01 -0.08
H 2.03869 -3.95555 -0.87506 0.04 -0.06 -0.04
H 4.18662 -4.23247 0.64965 0.04 -0.13 -0.05
H 5.79509 -2.54783 2.12438 0.09 -0.04 0.03
H 4.24512 0.88654 2.02959 0.04 -0.03 0.05
H 5.77604 0.02609 2.33740 -0.03 0.01 0.03
H 4.43549 -0.07284 3.51522 0.02 0.04 -0.06
N 1.82779 -0.48334 -2.09659 0.21 0.17 -0.13
C 2.99084 -0.43598 -1.95720 -0.28 0.05 -0.03
N 4.25388 -0.35634 -1.81085 0.04 -0.03 -0.12
C 5.12102 -1.56461 -1.85598 0.01 -0.13 0.03
C 6.49608 -1.15973 -2.38011 0.03 -0.08 0.03
C 6.35533 -0.10736 -3.47230 0.05 -0.03 -0.06
C 5.81728 1.20865 -2.89447 -0.04 0.07 0.02
C 4.92662 0.95382 -1.67734 -0.03 0.11 0.13
H 4.63746 -2.28026 -2.52403 0.06 0.00 0.03
H 5.16338 -1.99000 -0.85127 0.07 0.03 -0.18
H 6.99402 -2.05331 -2.75403 0.00 -0.01 0.00
H 7.11608 -0.78036 -1.56515 0.01 0.02 0.01
H 5.67600 -0.48425 -4.24108 -0.02 -0.02 -0.02
H 7.31042 0.06278 -3.96535 0.00 0.00 0.01
H 5.26446 1.75737 -3.65835 -0.01 0.01 0.00
H 6.63818 1.85396 -2.58216 0.01 0.01 0.02
H 4.15488 1.71127 -1.52978 0.08 0.00 -0.02
H 5.50967 0.89413 -0.75529 -0.01 0.06 -0.06
C -0.38456 3.62524 -5.19366 -0.05 -0.01 -0.01
N 0.71917 2.63107 -5.02410 -0.02 -0.14 -0.05
C 2.06047 3.19395 -5.37732 0.03 0.04 0.05
C 0.65953 1.84538 -3.73395 0.02 -0.17 -0.05
C 0.75209 2.55113 -2.40578 0.00 0.05 0.11
C 1.15492 3.87351 -2.26458 -0.03 -0.13 -0.10
C 1.23121 4.48270 -1.01874 -0.02 0.01 0.03
C 0.89012 3.77066 0.11113 -0.02 -0.06 0.00
C 0.46675 2.45373 -0.02655 -0.05 -0.04 0.08
C 0.40092 1.80213 -1.25934 -0.12 0.00 -0.14
H -0.23139 4.14819 -6.13434 -0.03 0.02 0.01
H -0.37904 4.31906 -4.36016 -0.01 0.02 -0.02
H -1.32624 3.08041 -5.22150 0.01 0.05 0.00
H 0.54507 1.90993 -5.73040 0.02 0.06 0.07
H 2.22153 4.13160 -4.85616 0.01 -0.06 -0.04
H 2.08043 3.36721 -6.45107 0.02 0.01 0.02
H 2.82231 2.46903 -5.09933 0.01 0.04 -0.03
H 1.45016 1.09576 -3.82520 -0.11 0.07 0.01
H -0.29547 1.32187 -3.77360 0.10 0.04 0.03
H 1.41112 4.47655 -3.12111 0.02 0.01 -0.05
H 1.54555 5.51355 -0.94722 0.02 0.06 0.01
H 0.93115 4.21852 1.09383 -0.01 0.03 0.05
H 0.16622 1.95356 0.89380 0.04 0.01 -0.03
C -4.15601 -0.27541 6.50752 -0.02 0.01 0.02
C -3.11215 -1.18698 6.46438 -0.01 0.01 0.02
C -2.06565 -1.00460 5.57103 0.04 0.00 0.00
C -2.06066 0.09486 4.71866 0.10 -0.14 0.06
C -3.10490 1.01016 4.76856 -0.03 0.06 -0.08
C -4.14829 0.82568 5.66317 0.00 0.01 0.02
As -0.69005 0.28947 3.34971 0.02 0.06 -0.12
C 0.86468 -0.44932 4.23868 -0.02 -0.02 0.09
C 1.23469 -1.78122 4.32498 0.03 0.04 0.04
C 2.37012 -2.13755 5.04187 -0.02 -0.05 0.00
C 3.12248 -1.15853 5.67728 0.02 -0.02 0.02
C 2.77374 0.17880 5.56776 0.00 0.05 -0.05
C 1.65625 0.54603 4.82465 0.04 -0.07 0.00
C 1.20876 1.92454 4.56318 -0.03 0.09 -0.01
C 1.85303 3.08093 4.98552 -0.02 -0.01 -0.02
C 1.32700 4.32127 4.65764 -0.01 0.02 0.02
C 0.16538 4.41792 3.90342 -0.01 0.04 0.01
C -0.48104 3.26727 3.47010 -0.08 0.01 -0.01
C 0.03487 2.02656 3.80659 0.02 0.02 0.04
H -4.96799 -0.41499 7.20768 -0.01 0.00 0.01
H -3.10263 -2.03133 7.14026 0.00 -0.02 0.01
H -1.23814 -1.70535 5.57241 -0.01 0.00 -0.03
H -3.10531 1.88515 4.12454 0.00 -0.05 0.01
H -4.95177 1.54716 5.70751 -0.03 0.03 0.01
H 0.63684 -2.54977 3.85565 -0.10 -0.13 -0.07
H 2.64933 -3.17718 5.13624 0.02 -0.08 0.00
H 3.98077 -1.44059 6.27021 0.05 -0.02 0.04
H 3.37167 0.92819 6.06967 0.02 0.03 0.00
H 2.75364 3.02562 5.58160 0.04 -0.01 0.02
H 1.81707 5.21894 5.00616 0.03 0.04 0.00
H -0.24590 5.39020 3.66982 -0.01 0.05 -0.01
H -1.39473 3.34910 2.89000 0.01 0.00 0.01
C -4.10308 -2.25791 -3.23792 -0.01 -0.01 -0.02
C -3.24352 -1.30062 -2.42120 0.04 0.01 0.12
As -1.32738 -1.28952 -2.86199 -0.05 0.00 -0.15
C -1.47469 -0.63383 -4.72382 -0.19 -0.06 0.08
C -0.29101 -0.84353 -5.65978 0.10 -0.03 0.07
C -0.91461 -3.18365 -3.14155 -0.26 -0.04 -0.09
C 0.52903 -3.52681 -3.48000 0.08 0.03 0.10
H -5.12073 -2.23583 -2.84950 -0.03 0.01 0.00
H -3.75948 -3.28863 -3.16965 0.02 -0.02 0.01
H -4.16445 -1.98237 -4.28960 0.04 -0.01 -0.03
H -3.32220 -1.53486 -1.35795 0.02 0.05 -0.13
H -3.57364 -0.26745 -2.55193 0.01 -0.02 -0.01
H -1.78523 0.41341 -4.67349 -0.02 -0.05 0.06
H -2.34329 -1.17119 -5.11506 0.08 0.06 0.03
H 0.67069 -0.57712 -5.21222 -0.01 0.03 0.01
H -0.42727 -0.27226 -6.57922 -0.01 0.05 -0.06
H -0.21364 -1.88352 -5.96743 0.02 -0.05 0.01
H -1.58347 -3.49549 -3.95292 0.08 0.02 0.14
H -1.24911 -3.69898 -2.23564 0.06 0.06 -0.06
H 0.87193 -3.02708 -4.38145 0.01 0.05 -0.09
H 0.61278 -4.59959 -3.65378 0.01 -0.02 0.01
H 1.21069 -3.27046 -2.66962 -0.10 -0.01 -0.14
```
Positions in Å, forces in eV/Å.

Atom charges from the Löwdin analysis, given in e for atoms 1 to 99: 0.45, 0.86, -1.07, 0.98, -0.02, -0.03, 0.01, -0.10, -0.01, -0.01, 0.03, -0.46, 0.03, -0.04, -0.02, -0.09, 0.01, -0.61, 0.79, -0.62, 0.54, 0.11, 0.11, 0.08, 0.14, 0.14, 0.01, 0.11, 0.14, 0.14, 0.08, 0.11, 0.09, 0.08, -0.21, -0.03, -0.09, -0.15, -0.17, -0.15, -0.10, 0.14, 0.10, 0.13, 0.13, 0.12, 0.12, 0.10, 0.13, 0.13, 0.13, 0.01, -0.16, 0.04, -0.12, -0.24, -0.04, -0.03, -0.03, -0.24, -0.26, 0.12, 0.09, 0.07, 0.16, 0.10, 0.12, 0.10, 0.10, 0.06, 0.09, 0.12, 0.11, -0.01, -0.07, -0.07, -0.12, -0.39, -0.12, -0.07, 1.25, -0.36, -0.11, -0.07, -0.07, -0.03, -0.20, -0.19, -0.01, -0.06, -0.08, -0.12, -0.33, 0.11, 0.11, 0.09, 0.09, 0.11, 0.09